{
  "formula": "C12H33F2LiN4O7S2",
  "method": "wB97M-V/def2-TZVPD",
  "elements": ["Li", "N", "S", "O", "O", "F", "S", "O", "O", "F", "C", "C", "C", "O", "C", "N", "H", "H", "H", "H", "H", "H", "H", "H", "H", "H", "H", "C", "C", "C", "O", "C", "N", "H", "H", "H", "H", "H", "H", "H", "H", "H", "H", "H", "C", "C", "C", "O", "C", "N", "H", "H", "H", "H", "H", "H", "H", "H", "H", "H", "H"],
  "coordinates": [[-1.603, -1.131, 0.362], [-3.457, -1.565, 0.421], [-4.427, -2.354, 1.252], [-5.477, -3.089, 0.561], [-4.676, -2.034, 2.683], [-3.367, -3.558, 1.366], [-4.724, -0.439, -0.060], [-5.547, 0.109, 1.055], [-5.323, -0.630, -1.393], [-3.746, 0.806, -0.311], [-1.673, -1.953, -2.770], [-0.506, -1.106, -2.381], [0.322, -0.419, -3.478], [0.985, 0.742, -2.979], [2.189, 0.407, -2.294], [-1.062, -0.123, -1.458], [-2.280, -1.429, -3.508], [-2.243, -2.122, -1.856], [-1.358, -2.862, -3.282], [0.165, -1.640, -1.708], [-0.309, 0.015, -4.253], [0.992, -1.128, -3.965], [2.584, 1.366, -1.961], [2.922, -0.089, -2.931], [2.011, -0.296, -1.480], [-1.842, 0.332, -1.911], [-0.326, 0.568, -1.493], [4.501, 3.363, -0.303], [3.254, 4.248, -0.515], [2.107, 3.674, 0.440], [1.583, 2.417, 0.115], [0.612, 1.876, 0.942], [3.604, 5.676, -0.368], [5.305, 3.663, -0.974], [4.363, 2.303, -0.518], [4.914, 3.478, 0.699], [2.906, 4.112, -1.539], [1.227, 4.312, 0.362], [2.417, 3.770, 1.481], [-0.359, 2.358, 0.829], [0.922, 1.868, 1.987], [0.430, 0.885, 0.525], [4.423, 5.871, -0.926], [4.006, 5.755, 0.555], [1.577, -2.647, 1.240], [0.175, -3.070, 1.609], [-0.458, -2.238, 2.785], [-0.766, -0.881, 2.354], [-1.647, -0.250, 3.296], [-0.627, -2.908, 0.382], [2.286, -2.848, 2.044], [1.665, -1.593, 0.976], [1.956, -3.334, 0.483], [0.158, -4.139, 1.825], [0.200, -2.281, 3.652], [-1.323, -2.733, 3.225], [-1.330, -0.335, 4.336], [-2.650, -0.675, 3.254], [-1.813, 0.810, 3.102], [-1.586, -3.183, 0.540], [-0.257, -3.701, -0.122]],
  "lowdin_charge": [0.565, -0.345, 0.435, -0.257, -0.291, -0.228, 0.653, -0.272, -0.264, -0.206, -0.046, -0.452, -0.165, -0.193, -0.086, 0.014, 0.094, 0.057, 0.089, 0.106, 0.132, 0.129, 0.075, 0.090, 0.080, 0.086, 0.055, -0.080, -0.387, -0.185, -0.207, -0.112, 0.033, 0.069, 0.064, 0.076, 0.129, 0.120, 0.120, 0.096, 0.099, 0.058, 0.064, 0.061, -0.054, -0.385, -0.146, -0.237, -0.078, 0.001, 0.083, 0.079, 0.082, 0.143, 0.125, 0.122, 0.096, 0.070, 0.095, 0.036, 0.098],
  "e_above_lowest_kj_mol": 161.0,
  "lumo_ha": 0.002,
  "homo_lumo_gap_ev": 9.95,
  "charge": 0
}


{
  "formula": "C6H6Cl2InIrN2O3S",
  "method": "wB97M-V/def2-TZVPD",
  "elements": ["In", "Ir", "Cl", "Cl", "C", "C", "C", "O", "O", "O", "S", "C", "N", "C", "C", "N", "H", "H", "H", "H", "H", "H"],
  "coordinates": [[-3.520, -2.657, -1.942], [-0.936, -0.734, -0.523], [-0.883, -2.497, -2.121], [-3.199, -0.076, -1.236], [-0.045, 0.653, -1.257], [-4.181, -4.910, -3.294], [-5.268, -2.616, -4.220], [0.505, 1.649, -1.530], [-4.961, -5.516, -3.858], [-5.890, -2.815, -5.164], [0.856, -0.758, 0.812], [1.645, 0.684, 1.510], [1.224, 1.488, 2.500], [2.211, 2.496, 2.886], [3.386, 2.158, 1.981], [2.889, 1.064, 1.141], [0.392, 1.229, 3.025], [2.493, 2.418, 3.948], [1.818, 3.504, 2.681], [4.255, 1.821, 2.555], [3.703, 3.030, 1.404], [3.505, 0.384, 0.704]],
  "lowdin_charge": [0.790, 0.808, 0.129, 0.111, -0.396, -0.010, 0.022, 0.229, 0.189, 0.190, 0.774, -0.526, 0.225, 0.009, 0.005, 0.229, 0.211, 0.204, 0.199, 0.201, 0.196, 0.210],
  "e_above_lowest_kj_mol": 0.0,
  "spin_multiplicity": 5,
  "s2": 6.044,
  "lumo_ha": [-0.599, -0.687],
  "homo_lumo_gap_ev": [6.04, 5.61],
  "charge": 4
}


{
  "formula": "C9H16N2O",
  "method": "wB97M-V/def2-TZVPD",
  "elements": ["C", "C", "O", "C", "C", "C", "C", "N", "C", "C", "C", "N", "H", "H", "H", "H", "H", "H", "H", "H", "H", "H", "H", "H", "H", "H", "H", "H"],
  "coordinates": [[-0.075, 3.477, 0.514], [-0.531, 2.206, -0.181], [-0.479, 2.090, -1.383], [-1.158, 1.083, 0.678], [-0.820, -0.389, 0.156], [-1.433, -1.341, 1.274], [-1.617, -0.676, -1.180], [0.604, -0.554, -0.047], [1.311, -1.722, -0.572], [2.680, -1.266, -0.943], [2.608, 0.203, -0.435], [1.468, 0.512, 0.031], [-0.649, 4.228, -0.067], [0.922, 3.532, 0.593], [-0.563, 3.443, 1.498], [-2.234, 1.245, 0.709], [-0.714, 1.122, 1.652], [-1.413, -2.458, 1.009], [-2.530, -0.906, 1.394], [-0.891, -1.317, 2.327], [-2.245, 0.276, -1.568], [-2.315, -1.526, -1.052], [-0.980, -0.936, -1.946], [0.739, -1.978, -1.508], [1.162, -2.531, 0.212], [3.621, -1.779, -0.614], [2.711, -1.099, -1.971], [3.473, 0.819, -0.342]],
  "lowdin_charge": [0.003, -0.459, 0.057, -0.081, -0.475, -0.070, -0.032, -0.133, -0.153, -0.126, -0.120, 0.079, 0.103, 0.036, 0.080, 0.124, 0.100, 0.082, 0.110, 0.105, 0.129, 0.072, 0.022, 0.118, 0.133, 0.125, 0.078, 0.093],
  "e_above_lowest_kj_mol": 334.2,
  "lumo_ha": 0.033,
  "homo_lumo_gap_ev": 8.50,
  "charge": 0
}


{
  "formula": "C23H31N3O5S",
  "method": "wB97M-V/def2-TZVPD",
  "elements": ["C", "O", "C", "C", "C", "C", "C", "C", "N", "C", "O", "C", "C", "C", "S", "O", "O", "N", "C", "C", "C", "C", "C", "N", "C", "C", "C", "C", "C", "C", "O", "C", "H", "H", "H", "H", "H", "H", "H", "H", "H", "H", "H", "H", "H", "H", "H", "H", "H", "H", "H", "H", "H", "H", "H", "H", "H", "H", "H", "H", "H", "H", "H"],
  "coordinates": [[0.905, -4.398, -1.391], [1.718, -3.278, -1.663], [2.046, -2.459, -0.632], [1.688, -2.652, 0.691], [2.057, -1.731, 1.664], [2.828, -0.631, 1.342], [3.180, 0.411, 2.371], [2.654, 1.794, 1.951], [1.282, 1.726, 1.501], [0.950, 1.787, 0.187], [1.728, 2.158, -0.675], [-0.448, 1.350, -0.100], [-0.785, 0.084, 0.362], [-2.001, -0.488, 0.053], [-2.403, -2.071, 0.749], [-1.467, -3.072, 0.320], [-3.800, -2.344, 0.546], [-2.081, -1.765, 2.390], [-1.850, -2.971, 3.154], [-3.094, -0.901, 2.949], [-2.895, 0.180, -0.765], [-2.581, 1.431, -1.240], [-1.369, 2.076, -0.900], [-1.157, 3.348, -1.304], [-2.060, 4.046, -2.202], [-1.378, 5.387, -2.456], [-0.657, 5.637, -1.137], [-0.140, 4.244, -0.791], [3.221, -0.451, 0.017], [2.820, -1.326, -0.974], [3.109, -1.177, -2.295], [3.658, 0.052, -2.710], [0.714, -4.859, -2.359], [1.425, -5.115, -0.746], [-0.040, -4.104, -0.927], [1.079, -3.495, 0.969], [1.735, -1.890, 2.684], [4.264, 0.478, 2.497], [2.746, 0.132, 3.333], [3.229, 2.188, 1.112], [2.726, 2.495, 2.789], [0.620, 1.302, 2.133], [-0.083, -0.496, 0.943], [-1.185, -3.600, 2.569], [-2.778, -3.518, 3.354], [-1.373, -2.711, 4.100], [-3.177, -0.021, 2.313], [-4.071, -1.396, 2.994], [-2.794, -0.596, 3.952], [-3.833, -0.294, -1.007], [-3.290, 1.931, -1.877], [-2.206, 3.477, -3.125], [-3.037, 4.199, -1.724], [-2.090, 6.169, -2.711], [-0.653, 5.293, -3.264], [-1.364, 5.980, -0.380], [0.146, 6.364, -1.221], [0.823, 4.054, -1.279], [-0.008, 4.097, 0.284], [3.827, 0.403, -0.235], [3.635, 0.031, -3.799], [3.065, 0.896, -2.345], [4.696, 0.161, -2.377]],
  "lowdin_charge": [-0.071, -0.056, -0.198, -0.023, -0.064, -0.250, -0.125, -0.166, 0.080, -0.468, 0.049, -0.037, -0.002, -0.291, 0.685, -0.298, -0.285, -0.338, -0.106, -0.113, -0.046, 0.003, -0.143, -0.059, -0.162, -0.163, -0.158, -0.150, 0.021, -0.184, -0.055, -0.074, 0.095, 0.098, 0.062, 0.098, 0.109, 0.118, 0.110, 0.116, 0.118, 0.144, 0.104, 0.072, 0.094, 0.091, 0.083, 0.091, 0.092, 0.117, 0.098, 0.126, 0.127, 0.111, 0.116, 0.114, 0.112, 0.117, 0.129, 0.113, 0.094, 0.081, 0.095],
  "e_above_lowest_kj_mol": 318.0,
  "lumo_ha": 0.020,
  "homo_lumo_gap_ev": 8.22,
  "charge": 0
}


{
  "formula": "C14H35N3O11V",
  "method": "wB97M-V/def2-TZVPD",
  "elements": ["O", "V", "O", "O", "C", "O", "O", "H", "O", "C", "O", "O", "H", "C", "C", "C", "O", "C", "N", "H", "H", "H", "H", "H", "H", "H", "H", "H", "H", "H", "C", "C", "C", "O", "C", "N", "H", "H", "H", "H", "H", "H", "H", "H", "H", "H", "H", "C", "C", "C", "O", "C", "N", "H", "H", "H", "H", "H", "H", "H", "H", "H", "H", "H"],
  "coordinates": [[22.833, -16.524, 18.540], [23.478, -17.119, 17.218], [23.233, -18.721, 17.358], [21.829, -15.042, 11.586], [23.043, -14.667, 11.921], [23.254, -13.680, 12.651], [24.155, -15.246, 11.530], [21.959, -15.910, 11.198], [22.103, -17.309, 13.133], [22.535, -17.050, 14.366], [23.702, -16.651, 14.570], [21.798, -17.152, 15.397], [21.178, -17.539, 13.242], [20.319, -20.021, 10.185], [19.425, -18.979, 10.862], [17.941, -19.002, 10.376], [17.689, -19.032, 8.988], [18.240, -17.902, 8.265], [19.736, -18.797, 12.227], [21.304, -19.556, 10.228], [20.162, -20.086, 9.109], [20.283, -21.016, 10.628], [19.787, -18.003, 10.540], [17.434, -18.103, 10.727], [17.293, -19.761, 10.814], [17.832, -16.948, 8.597], [18.182, -17.999, 7.181], [19.298, -17.755, 8.484], [20.620, -19.200, 12.501], [19.081, -19.254, 12.845], [18.427, -13.503, 14.055], [19.385, -13.763, 15.227], [19.418, -15.162, 15.936], [18.112, -15.386, 16.522], [18.128, -16.503, 17.291], [20.728, -13.721, 14.633], [18.667, -12.552, 13.580], [17.381, -13.368, 14.331], [18.462, -14.289, 13.300], [19.350, -12.971, 15.975], [20.055, -14.977, 16.801], [19.704, -15.872, 15.160], [17.275, -16.351, 17.953], [19.040, -16.563, 17.886], [17.817, -17.358, 16.691], [21.190, -14.092, 15.450], [20.812, -14.564, 14.082], [19.251, -20.499, 15.743], [19.542, -21.687, 14.730], [20.992, -21.796, 14.387], [21.239, -20.638, 13.559], [22.594, -20.350, 13.308], [19.032, -22.870, 15.319], [19.585, -19.574, 15.274], [19.817, -20.643, 16.664], [18.174, -20.372, 15.850], [18.994, -21.545, 13.799], [21.217, -22.608, 13.695], [21.621, -21.985, 15.256], [23.146, -19.909, 14.139], [22.673, -19.554, 12.568], [23.052, -21.297, 13.022], [18.070, -22.655, 15.540], [19.456, -23.105, 16.205]],
  "lowdin_charge": [-0.323, 1.160, -0.317, 0.056, -0.879, -0.078, -0.160, 0.081, 0.115, -0.762, 0.009, -0.059, 0.080, -0.036, -0.430, -0.192, -0.189, -0.087, 0.056, 0.081, 0.071, 0.080, 0.117, 0.116, 0.120, 0.086, 0.085, 0.072, 0.029, 0.073, -0.060, -0.404, -0.170, -0.188, -0.165, 0.054, 0.074, 0.060, 0.076, 0.132, 0.119, 0.116, 0.082, 0.089, 0.082, 0.049, 0.046, -0.034, -0.451, -0.171, -0.250, -0.088, 0.020, 0.055, 0.081, 0.070, 0.135, 0.125, 0.133, 0.091, 0.084, 0.093, 0.068, 0.073],
  "e_above_lowest_kj_mol": 475.1,
  "lumo_ha": -0.025,
  "homo_lumo_gap_ev": 2.15,
  "charge": -1
}


{
  "formula": "C17H42ClFN4O9PS",
  "method": "wB97M-V/def2-TZVPD",
  "elements": ["N", "C", "N", "C", "N", "C", "C", "C", "S", "O", "O", "F", "N", "P", "O", "Cl", "H", "H", "H", "H", "H", "H", "H", "H", "H", "H", "H", "H", "C", "O", "C", "C", "O", "C", "H", "H", "H", "H", "H", "H", "H", "H", "H", "H", "C", "O", "C", "C", "O", "C", "H", "H", "H", "H", "H", "H", "H", "H", "H", "H", "C", "O", "C", "C", "O", "C", "H", "H", "H", "H", "H", "H", "H", "H", "H", "H"],
  "coordinates": [[5.076, -3.069, 7.368], [5.423, -2.558, 6.071], [4.857, -3.408, 4.995], [3.634, -3.219, 4.645], [3.069, -3.961, 3.626], [2.191, -3.116, 2.778], [1.085, -2.444, 3.626], [1.436, -2.634, 5.094], [0.361, -1.714, 6.189], [-0.889, -2.328, 6.082], [0.943, -1.659, 7.456], [0.284, -0.322, 5.557], [2.851, -2.240, 5.277], [5.988, -4.602, 4.226], [5.056, -5.880, 3.948], [6.992, -5.240, 5.873], [4.071, -3.153, 7.476], [5.384, -2.399, 8.064], [6.503, -2.578, 5.977], [5.143, -1.524, 5.895], [2.599, -4.796, 3.958], [1.781, -3.750, 2.011], [2.814, -2.348, 2.348], [1.136, -1.377, 3.437], [0.084, -2.805, 3.433], [1.327, -3.672, 5.378], [2.973, -1.387, 4.723], [4.923, -5.907, 2.982], [0.405, 0.508, -2.026], [-0.593, -0.424, -2.422], [-0.083, -1.735, -2.603], [-0.421, -2.624, -1.429], [0.256, -2.210, -0.244], [-0.576, -1.479, 0.639], [-0.093, 1.424, -1.715], [0.997, 0.129, -1.188], [1.069, 0.736, -2.865], [0.998, -1.712, -2.773], [-0.555, -2.147, -3.499], [-0.091, -3.644, -1.650], [-1.502, -2.648, -1.267], [-1.289, -2.154, 1.129], [-1.120, -0.682, 0.130], [0.066, -1.033, 1.398], [-5.998, 0.538, -3.000], [-6.064, 0.730, -4.401], [-5.872, 2.082, -4.790], [-4.476, 2.316, -5.319], [-3.498, 2.171, -4.299], [-2.814, 0.929, -4.348], [-5.955, -0.534, -2.815], [-5.109, 1.007, -2.571], [-6.893, 0.943, -2.516], [-6.083, 2.759, -3.957], [-6.590, 2.294, -5.587], [-4.408, 3.345, -5.688], [-4.265, 1.644, -6.155], [-2.116, 0.915, -5.195], [-3.507, 0.089, -4.431], [-2.245, 0.823, -3.427], [0.020, 6.859, -3.848], [-0.981, 5.937, -4.239], [-0.486, 4.622, -4.435], [-0.816, 3.722, -3.267], [-0.118, 4.109, -2.087], [-0.932, 4.828, -1.177], [-0.478, 7.773, -3.531], [0.617, 6.477, -3.016], [0.678, 7.091, -4.692], [0.593, 4.636, -4.616], [-0.974, 4.223, -5.329], [-0.498, 2.704, -3.509], [-1.894, 3.701, -3.092], [-1.649, 4.156, -0.690], [-1.472, 5.637, -1.672], [-0.280, 5.255, -0.416]],
  "lowdin_charge": [0.041, -0.307, -0.136, -0.357, 0.046, -0.102, -0.139, -0.335, 0.598, -0.200, -0.205, -0.088, 0.104, 0.606, -0.326, 0.358, 0.075, 0.098, 0.090, 0.121, 0.155, 0.129, 0.130, 0.108, 0.126, 0.150, 0.165, 0.069, -0.094, -0.211, -0.195, -0.192, -0.204, -0.109, 0.078, 0.084, 0.099, 0.129, 0.132, 0.126, 0.130, 0.093, 0.092, 0.071, -0.114, -0.188, -0.202, -0.197, -0.209, -0.104, 0.087, 0.081, 0.089, 0.127, 0.127, 0.128, 0.128, 0.096, 0.089, 0.065, -0.110, -0.185, -0.195, -0.207, -0.200, -0.108, 0.089, 0.083, 0.089, 0.127, 0.127, 0.102, 0.119, 0.088, 0.087, 0.087],
  "e_above_lowest_kj_mol": 68.2,
  "lumo_ha": -0.151,
  "homo_lumo_gap_ev": 6.32,
  "charge": 1
}